{
  "formula": "C71H79Cl24N11O6",
  "method": "wB97M-V/def2-TZVPD",
  "elements": ["N", "C", "C", "C", "C", "C", "H", "H", "H", "H", "H", "N", "C", "C", "C", "C", "C", "H", "H", "H", "H", "H", "N", "C", "C", "C", "C", "C", "H", "H", "H", "H", "H", "N", "C", "C", "C", "C", "C", "H", "H", "H", "H", "H", "N", "C", "C", "C", "C", "C", "H", "H", "H", "H", "H", "N", "C", "C", "C", "C", "C", "H", "H", "H", "H", "H", "N", "C", "C", "C", "C", "C", "H", "H", "H", "H", "H", "N", "C", "C", "C", "C", "C", "H", "H", "H", "H", "H", "N", "C", "C", "C", "C", "C", "H", "H", "H", "H", "H", "N", "C", "C", "C", "C", "C", "H", "H", "H", "H", "H", "N", "C", "C", "C", "C", "C", "H", "H", "H", "H", "H", "C", "C", "O", "C", "O", "O", "C", "H", "H", "H", "H", "H", "H", "H", "H", "C", "C", "O", "C", "O", "O", "C", "H", "H", "H", "H", "H", "H", "H", "H", "C", "Cl", "Cl", "Cl", "H", "C", "Cl", "Cl", "Cl", "H", "C", "Cl", "Cl", "Cl", "H", "C", "Cl", "Cl", "Cl", "H", "C", "Cl", "Cl", "Cl", "H", "C", "Cl", "Cl", "Cl", "H", "C", "Cl", "Cl", "Cl", "H", "C", "Cl", "Cl", "Cl", "H"],
  "xyz": [[5.249560, 4.886556, 2.829039], [4.273277, 5.605613, 3.370646], [3.055176, 5.040875, 3.841540], [2.825371, 3.720329, 3.461610], [3.771323, 3.002750, 2.771580], [4.972537, 3.616971, 2.469867], [4.392056, 6.694699, 3.503539], [2.319377, 5.694090, 4.321891], [1.962170, 3.181216, 3.856946], [3.723680, 1.909886, 2.787371], [5.843423, 3.099012, 2.034061], [4.522777, -3.505990, -3.712544], [4.054524, -4.529494, -2.992278], [3.936525, -4.489627, -1.591846], [4.181663, -3.326769, -0.852560], [4.585559, -2.206845, -1.610750], [4.770319, -2.388994, -3.010921], [3.927767, -5.414868, -3.509300], [3.572087, -5.406976, -1.089697], [4.012646, -3.317822, 0.216217], [4.789355, -1.288365, -1.166482], [5.129258, -1.538920, -3.557541], [0.914348, 0.188659, -1.923203], [1.434853, -0.970876, -1.685914], [1.185018, -2.093013, -2.451922], [0.300567, -2.027070, -3.467579], [-0.388404, -0.821796, -3.666520], [-0.040842, 0.244525, -2.813609], [2.161024, -1.060624, -0.914149], [1.740025, -2.953376, -2.213452], [0.128842, -2.823589, -4.162912], [-1.138898, -0.812679, -4.417798], [-0.480980, 1.194192, -3.033468], [-1.524095, -2.761519, 4.977438], [-0.806073, -3.235951, 3.970230], [-1.099427, -4.405479, 3.294031], [-2.175274, -5.213012, 3.814644], [-2.868701, -4.718267, 4.863820], [-2.517750, -3.483857, 5.414619], [0.045737, -2.589383, 3.670325], [-0.418320, -4.800733, 2.556278], [-2.339460, -6.231704, 3.424902], [-3.692061, -5.260658, 5.281530], [-3.097084, -3.116454, 6.194747], [1.624908, -5.897256, 1.037404], [1.861226, -6.585273, 2.151574], [2.092952, -6.023533, 3.365169], [2.162165, -4.625652, 3.447995], [1.905951, -3.889585, 2.285060], [1.729166, -4.530455, 1.097674], [1.877639, -7.680447, 2.034527], [2.440556, -6.684856, 4.133534], [2.314259, -4.110770, 4.366063], [1.812875, -2.858256, 2.378238], [1.512681, -4.023019, 0.221308], [-0.127441, 6.105240, -4.778986], [-0.914507, 5.371130, -4.011991], [-0.458370, 4.256415, -3.291219], [0.879795, 3.927592, -3.338818], [1.688511, 4.685858, -4.136429], [1.177435, 5.782269, -4.852161], [-1.931212, 5.733301, -3.963886], [-1.159118, 3.817075, -2.612732], [1.251655, 3.054652, -2.801641], [2.781625, 4.365087, -4.311912], [1.917873, 6.443122, -5.338829], [-1.122628, 0.923627, -9.034785], [-1.807888, 1.292680, -7.941234], [-1.203230, 1.551407, -6.693352], [0.152932, 1.457251, -6.606309], [0.906960, 1.132849, -7.759566], [0.195722, 0.922354, -8.925300], [-2.869667, 1.341629, -7.982586], [-1.765873, 1.953643, -5.828633], [0.608967, 1.740396, -5.677497], [1.984186, 1.106696, -7.846766], [0.628745, 0.692365, -9.876417], [-0.070842, -5.863179, -3.985877], [-1.065367, -6.676584, -4.237618], [-1.107273, -8.009514, -3.739030], [0.017823, -8.476726, -3.030731], [1.069364, -7.630294, -2.730869], [0.959023, -6.325726, -3.190406], [-1.937615, -6.315401, -4.814221], [-1.918241, -8.619700, -3.858208], [0.113014, -9.479589, -2.649929], [2.014984, -7.815182, -2.213880], [1.823140, -5.631550, -3.089869], [-4.229318, -4.564085, -1.997455], [-2.909874, -4.452609, -2.078553], [-2.023424, -4.985542, -1.176839], [-2.547503, -5.583025, -0.045177], [-3.921269, -5.574392, 0.129014], [-4.686185, -5.173699, -0.923697], [-2.601167, -3.998932, -3.066980], [-0.968318, -4.868063, -1.381889], [-1.871823, -6.080208, 0.638434], [-4.343099, -6.064974, 0.964742], [-5.814522, -5.268439, -0.957516], [-4.853153, 1.257486, 6.039918], [-4.708974, 2.522655, 5.696005], [-3.664811, 3.030269, 4.916307], [-2.702998, 2.188309, 4.531589], [-2.815892, 0.798497, 4.828000], [-3.938823, 0.391437, 5.550217], [-5.454411, 3.258862, 6.027212], [-3.488439, 4.092536, 4.626316], [-1.902216, 2.486775, 3.936351], [-2.079216, 0.030150, 4.575722], [-4.064164, -0.657234, 5.868788], [-3.191861, 2.982284, -0.733817], [-3.917092, 2.268864, 0.125970], [-5.288140, 2.053408, 0.065237], [-6.014047, 2.858213, -0.780002], [-5.299588, 3.632546, -1.643829], [-3.937307, 3.651967, -1.607189], [-3.372193, 1.796812, 0.988847], [-5.733563, 1.365965, 0.830888], [-7.092987, 2.827442, -0.630009], [-5.710860, 4.349581, -2.367551], [-3.399477, 4.189425, -2.365325], [-2.634289, -1.572532, 1.105256], [-1.246584, -1.719034, 0.477398], [-0.126449, -1.446632, 1.310266], [0.218090, -0.174594, 1.486214], [1.106923, 0.108014, 2.278033], [-0.525881, 0.671972, 0.811162], [-0.031499, 2.062946, 0.895112], [-2.581044, -2.141510, 2.062038], [-3.274292, -1.919505, 0.335441], [-2.925107, -0.508136, 1.317983], [-1.274728, -1.188942, -0.458590], [-1.084655, -2.759270, 0.249127], [0.876326, 2.110914, 1.499903], [-0.761054, 2.729901, 1.328747], [0.227223, 2.345993, -0.159047], [2.066383, 7.985106, -2.196318], [3.196368, 8.489147, -3.114613], [4.531246, 8.038247, -2.588918], [5.143275, 7.057535, -3.158819], [4.713155, 6.406447, -4.122964], [6.289671, 6.736379, -2.575386], [6.974306, 5.674689, -3.218646], [2.012488, 8.604648, -1.245532], [2.121338, 6.885061, -1.984127], [1.096192, 8.041213, -2.626790], [3.192588, 9.560122, -3.044548], [3.124318, 8.192022, -4.111863], [7.354680, 5.994162, -4.173150], [6.300921, 4.825473, -3.417280], [7.772162, 5.392899, -2.617583], [3.470277, 5.662722, 7.216685], [3.358621, 4.855805, 8.737696], [5.124446, 5.703830, 6.615004], [2.760442, 7.279948, 7.275916], [2.913164, 5.134980, 6.440365], [5.720412, -1.057069, 2.963053], [7.029191, -0.595454, 1.823770], [5.738138, -2.800976, 3.256183], [4.142251, -0.750736, 2.251818], [5.820765, -0.479832, 3.882782], [-6.613525, -6.153167, 3.253877], [-5.632791, -7.357300, 4.084983], [-7.183901, -6.876016, 1.701010], [-5.867542, -4.590881, 3.042111], [-7.542135, -5.897705, 3.795198], [3.819787, 2.074743, -1.716511], [4.861702, 1.379308, -0.436679], [4.233173, 1.632120, -3.342906], [3.678178, 3.763054, -1.524640], [2.798908, 1.648222, -1.546685], [-6.499494, -3.226235, 6.213103], [-7.612519, -4.663795, 6.480866], [-5.749544, -2.827392, 7.806411], [-7.330069, -1.899637, 5.435211], [-5.729924, -3.529530, 5.586305], [-4.574039, -0.114907, -4.546143], [-5.400606, -1.583851, -4.126147], [-3.504829, 0.469512, -3.248101], [-5.783709, 1.131744, -5.011622], [-3.801546, -0.221285, -5.358056], [-1.699940, 6.548518, 1.247861], [-0.688792, 6.100008, -0.100023], [-0.963549, 6.137954, 2.763502], [-3.300617, 5.794114, 1.070688], [-1.917191, 7.644717, 1.197533], [2.310845, 0.218837, 5.380607], [3.755064, -0.592149, 5.820184], [2.084185, 1.807880, 6.232396], [0.861287, -0.794942, 5.641020], [2.369722, 0.591082, 4.365808]],
  "forces_ev_per_angstrom": [[-0.50, 0.19, -1.05], [-1.17, -0.07, 0.90], [0.75, 0.39, -1.75], [-0.89, 0.27, 1.42], [0.92, -0.87, 0.51], [1.08, 0.63, 0.69], [0.47, -0.67, 0.05], [0.20, -0.43, -0.11], [0.02, 0.28, -0.31], [-0.32, 0.37, -0.82], [-0.72, 0.02, 0.15], [-0.18, 0.60, 0.86], [1.27, 1.95, 1.80], [-0.68, -0.75, 0.13], [0.08, 0.23, -1.69], [-0.26, -2.84, -1.18], [-0.38, 0.06, 1.11], [-0.51, -1.74, -0.98], [0.29, 0.63, -0.22], [0.19, 0.17, 0.02], [0.35, 1.45, 0.61], [0.14, 0.25, -0.40], [-0.28, 1.71, 1.06], [0.73, -1.47, -0.25], [0.49, 0.24, 0.97], [-1.28, 0.98, -1.28], [1.18, -0.54, 1.61], [-1.02, -0.56, -2.61], [0.58, 0.18, 0.69], [0.53, -1.16, 0.06], [-0.02, -0.61, -0.02], [-0.46, 0.59, -0.45], [-0.32, 0.67, 0.24], [0.41, 0.83, 0.43], [0.80, 0.49, -1.08], [-0.94, -1.33, 1.33], [2.18, 0.14, -1.71], [-0.57, 0.40, 0.75], [-0.10, -1.26, -1.29], [-0.68, -0.62, 0.11], [-0.23, 0.11, -0.26], [-0.12, 0.71, 0.07], [-0.30, -0.28, 0.26], [-0.84, 0.80, 1.51], [0.59, 1.22, -0.49], [-0.48, -0.85, -1.66], [1.38, 1.39, 0.80], [-0.69, -1.01, -1.03], [0.69, -1.03, 1.31], [-0.84, -3.09, 1.36], [-0.17, 0.51, 0.09], [-0.30, 0.01, 0.71], [0.20, 0.23, 0.65], [0.14, 1.78, -0.17], [-0.25, 0.95, -1.68], [1.19, 0.69, -0.52], [0.62, -0.52, 0.10], [-0.73, 1.27, 0.09], [-0.64, -0.81, 0.10], [2.59, -0.06, -1.61], [0.03, -0.46, 1.12], [-0.27, -0.28, 0.13], [-0.19, -0.66, 0.29], [-0.03, 0.26, -0.07], [-1.78, 0.86, 0.52], [-0.88, -0.38, -0.17], [-1.46, 0.81, 1.10], [1.05, -0.48, 0.71], [-1.10, 0.49, -0.51], [1.52, 0.01, -0.79], [-0.74, 0.37, 0.28], [-0.09, -0.49, -0.18], [-0.78, 0.03, -0.45], [0.14, -0.51, -0.65], [0.47, -0.12, 0.29], [0.02, 0.02, 0.53], [0.93, -0.09, -0.20], [1.59, 0.19, 1.11], [-1.02, -1.64, 0.58], [3.23, 1.92, 0.70], [-0.57, -0.04, 0.09], [0.28, 1.81, -0.49], [-0.27, 0.77, -1.67], [0.69, -0.01, 0.25], [-1.96, -1.41, -0.56], [-0.47, -0.38, -0.13], [-0.64, -0.70, 0.03], [-1.04, -0.43, 0.16], [0.38, -0.04, -0.34], [-0.09, 0.74, -2.49], [0.32, 0.34, 0.07], [0.49, 0.19, 0.00], [1.04, -1.08, -0.10], [-3.06, 0.77, -0.31], [0.17, -0.33, 1.40], [0.12, -0.34, 0.15], [-0.09, 0.15, 0.29], [-0.50, -0.30, 0.73], [1.36, -0.08, 0.57], [0.12, -0.26, -0.57], [-0.45, 1.26, -0.03], [-0.41, 1.77, 0.25], [0.41, -3.67, -0.11], [-0.68, 0.28, 0.38], [0.54, 0.21, 0.55], [0.08, -0.59, 0.15], [-0.87, -0.78, 0.55], [1.37, 0.69, -0.78], [-0.11, 0.49, -0.14], [0.05, 0.54, -0.33], [-0.58, 0.03, 0.51], [1.06, -1.38, 1.24], [0.36, -0.28, 1.59], [-1.04, -0.96, 0.82], [-0.71, 1.83, -1.38], [1.13, -0.62, -0.33], [-0.31, 0.33, -1.08], [0.28, 0.84, -0.94], [0.14, 0.26, -0.73], [-0.39, -0.58, 0.40], [0.18, 0.42, -0.19], [1.68, 1.12, 1.59], [-1.08, -0.66, -0.30], [0.03, 0.78, -0.10], [0.73, -0.24, 1.63], [-0.39, -0.28, -0.78], [0.41, 1.58, 0.20], [0.75, -0.23, -1.34], [-0.82, 0.19, -0.73], [-1.09, -0.80, -0.29], [0.47, -0.92, -0.15], [0.69, 0.49, -0.36], [-0.16, -0.48, -0.18], [-0.19, -0.22, -0.13], [-0.55, -0.14, -0.11], [-0.47, -0.15, 0.98], [0.88, -0.51, 1.26], [0.28, -0.68, 2.32], [-1.19, 1.88, 0.81], [-0.91, -2.72, -2.64], [0.29, 1.19, 1.08], [-0.08, 0.77, 0.61], [-1.39, -0.48, -1.26], [0.31, -1.03, -0.99], [0.47, 0.95, 0.10], [-0.78, 0.54, -0.89], [0.49, 0.48, -0.07], [-0.15, -0.67, -1.48], [0.12, 0.26, -0.45], [0.25, 0.32, 0.28], [1.30, -0.40, 1.32], [-0.14, 0.08, -1.14], [-0.10, -0.33, 0.53], [0.26, 0.13, 0.18], [0.04, 0.17, 0.07], [0.03, -0.12, 0.46], [0.03, -0.34, -0.71], [-0.42, -0.06, 0.51], [0.51, 0.03, 0.41], [-0.28, 0.57, -0.04], [0.07, -0.28, -0.20], [-1.60, -0.23, -0.23], [-0.01, 0.47, 0.10], [0.32, 0.42, 0.32], [0.54, 0.11, -0.26], [0.69, -0.71, 0.04], [-1.72, -1.42, 0.97], [0.03, 0.03, -0.57], [0.54, -0.27, -0.48], [0.25, 1.48, 0.26], [0.95, 0.20, -0.05], [-1.47, -0.22, 1.89], [0.66, 0.90, -0.37], [-0.41, 0.10, -0.86], [0.07, -0.08, 0.33], [1.23, -0.68, -1.02], [1.03, 0.77, -0.84], [0.26, -0.23, -0.01], [-0.42, 0.11, 0.40], [0.61, -0.32, 0.11], [-1.50, -0.27, 0.40], [-1.09, 1.22, -0.50], [0.34, -0.06, -0.34], [0.21, -0.09, 0.51], [0.01, -0.06, 0.21], [0.55, -1.04, 0.17], [-1.41, 1.23, -0.05], [0.65, -0.32, 0.37], [0.18, -0.58, 0.36], [0.64, 0.39, -0.25], [-0.15, -0.79, -0.34]],
  "gap_ev": 9.57,
  "total_charge": 0
}